No. 1
ORCA calculation (ωB97M-V/def2-TZVPD) on 2 unconnected molecules or ions with the total composition H2O2S2 in a non-equilibrium geometry.

The geometry in XYZ format:
```
6
Properties=species:S:1:pos:R:3:forces:R:3
O -1.53616 -0.70959 -1.63051 1.2 1.6 -2.0
O 2.33617 -0.02540 0.96241 1.8 0.3 0.3
S -1.28840 -1.54932 -0.28187 1.7 1.0 0.1
S 1.08687 0.71985 0.23627 -1.2 -0.5 -0.3
H -0.74376 -0.34661 -2.21245 -1.8 -1.6 2.1
H 3.16713 0.53730 1.03325 -1.7 -0.7 -0.2
```
Positions in Å, forces in eV/Å.

## Properties
2S+1	1
energy relative to the best compared isomer or geometry (same formula, charge and spin)	94.1	kcal per mole

=====

No. 2
ORCA calculation (ωB97M-V/def2-TZVPD) on 2 unconnected molecules or ions with the total composition C5H11NO in a non-equilibrium geometry.

The geometry in XYZ format:
```
18
Properties=species:S:1:pos:R:3:forces:R:3
C 1.48614 0.75033 -2.58682 -2.8 3.6 0.5
C 1.37882 0.72130 -1.24198 -0.4 -1.5 -1.4
C 0.19655 1.08920 -0.36234 3.1 0.8 1.1
N 0.06128 0.15187 0.78101 -1.9 -0.1 -0.5
C -0.75333 0.58876 1.88088 2.7 1.9 -0.8
C -1.44850 -0.21281 2.66978 -0.3 -2.0 -0.2
H 2.44739 0.47308 -2.94239 0.3 -0.3 -1.0
H 0.70904 1.49041 -3.21802 2.2 -2.5 1.4
H 2.16340 0.12582 -0.83538 0.6 -0.1 1.1
H 0.64074 2.07234 0.15425 -2.0 -1.4 -1.3
H -0.59096 1.05298 -1.11395 -0.9 1.1 0.7
H -0.33389 -0.73481 0.44118 0.8 0.2 0.1
H -0.42641 1.68223 2.09403 -1.3 -1.8 0.1
H -1.55249 -1.34057 2.40780 0.1 2.1 0.5
H -1.81720 0.11291 3.63092 -0.2 0.0 -0.1
O -0.56743 -2.38236 -0.85298 -1.9 1.6 -0.6
H -1.22263 -1.69350 -1.25247 1.6 -2.1 1.1
H -1.06465 -2.86578 -0.16635 0.1 0.3 -0.6
```
Positions in Å, forces in eV/Å.

## Properties
2S+1	1
energy relative to the best compared isomer or geometry (same formula, charge and spin)	88.9	kcal per mole

=====

No. 3
ORCA calculation (ωB97M-V/def2-TZVPD) on a molecular structure, C44H38N8PPd in a non-equilibrium geometry.

The geometry in XYZ format:
```
92
Properties=species:S:1:pos:R:3:forces:R:3
Pd 0.38295 0.17170 -0.63527 1.2 1.1 0.1
C 1.35725 -0.16290 3.52503 -0.1 0.0 -0.5
C 0.64335 -1.28240 3.92653 0.2 0.0 0.4
C -0.14925 -1.95690 3.02703 -0.4 -0.3 -0.7
C -0.27005 -1.52810 1.69333 1.1 1.0 1.2
C 0.43245 -0.36290 1.29403 -0.7 -0.5 -1.0
C 1.24685 0.28050 2.20813 0.4 0.0 0.9
C -1.02485 -2.25240 0.70213 0.1 0.2 -3.2
C -1.95105 -3.26930 0.97693 -0.7 -0.5 0.1
C -2.58105 -3.94590 -0.03647 0.4 0.4 -0.1
C -2.27685 -3.62980 -1.39037 0.2 0.4 0.6
C -2.78935 -4.32200 -2.48737 -0.2 -0.3 -1.0
C -2.45185 -3.97400 -3.78487 -0.6 -0.7 0.9
C -1.60875 -2.89460 -4.00807 0.7 0.8 0.4
C -1.08255 -2.18920 -2.94457 0.1 0.1 -0.6
C -1.37595 -2.55000 -1.61907 -0.6 -0.8 0.5
N -0.76775 -1.91600 -0.59787 -0.3 -1.1 1.8
H 2.00305 0.35310 4.22203 0.0 0.1 0.1
H 0.72635 -1.63380 4.94723 0.0 -0.1 0.0
H -0.67015 -2.84790 3.35123 0.0 -0.1 0.1
H 1.82185 1.15690 1.93093 -0.1 0.0 -0.1
H -2.19335 -3.49610 2.00473 0.0 0.0 0.1
H -3.31235 -4.71210 0.18713 0.0 -0.1 0.0
H -3.45405 -5.15520 -2.30597 -0.1 -0.1 0.0
H -2.84235 -4.54480 -4.61737 0.0 0.0 0.0
H -1.34855 -2.61000 -5.01707 0.0 0.1 -0.1
H -0.42515 -1.34300 -3.09807 0.0 0.0 0.0
N 0.60345 0.96440 -2.62217 0.1 -0.6 -1.0
C 0.68005 0.80800 -3.77357 -0.1 0.7 2.1
C 0.87375 0.59890 -5.11187 0.0 -0.2 -0.3
C 0.19935 1.33420 -6.07887 -0.4 0.4 -0.5
N -0.35925 1.95750 -6.87307 -0.1 0.1 -0.2
C 1.75265 -0.43040 -5.43407 0.5 -0.6 -0.3
N 2.48735 -1.29850 -5.63597 0.2 -0.2 -0.1
N -1.45715 1.08790 -0.63437 0.3 -0.2 0.2
P -1.72205 1.86950 0.66213 -0.1 0.4 0.3
C -0.33515 2.73430 1.51483 0.0 0.1 -0.3
C -0.25655 3.18220 2.83003 -0.1 -0.2 -0.4
C 0.84715 3.90870 3.23933 0.2 0.2 0.2
C 1.85455 4.23080 2.34193 0.0 0.0 0.0
C 1.77065 3.81010 1.02263 0.1 0.1 0.1
C 0.68305 3.06100 0.61733 -0.2 0.1 -0.4
C -2.73775 3.35950 0.32933 0.1 -0.1 0.0
C -2.95135 3.67890 -1.00367 0.0 -0.2 0.0
C -3.58615 4.85750 -1.34777 -0.1 0.2 0.0
C -3.99135 5.73720 -0.35467 0.0 0.0 -0.1
C -3.78635 5.41830 0.98023 -0.1 0.2 0.1
C -3.16455 4.23270 1.32363 0.0 -0.1 -0.1
C -2.73815 1.01350 1.91503 0.1 0.1 -0.3
C -2.34675 0.47720 3.13103 -0.1 0.3 -0.1
C -3.24615 -0.29190 3.85173 0.0 -0.1 0.3
C -4.51845 -0.53220 3.36403 -0.1 -0.1 0.1
C -4.90285 -0.01530 2.13653 -0.1 -0.1 0.0
C -4.00745 0.73940 1.41053 0.0 0.1 0.0
H -1.04805 2.96610 3.53213 -0.1 -0.1 0.1
H 0.92395 4.24080 4.26553 0.0 0.0 0.1
H 2.69425 4.82860 2.66283 0.1 0.0 0.1
H 2.55825 4.07040 0.32383 -0.1 0.0 0.0
H 0.58805 2.71600 -0.41887 0.1 0.1 0.4
H -2.60585 2.97680 -1.75177 0.1 0.0 0.0
H -3.75405 5.09740 -2.38917 0.0 0.0 0.0
H -4.45805 6.67650 -0.62267 -0.1 0.0 0.0
H -4.10615 6.10700 1.75273 0.0 0.0 0.0
H -3.00925 3.98310 2.36503 0.0 0.0 0.1
H -1.34895 0.65420 3.50543 0.1 -0.1 0.1
H -2.95425 -0.71650 4.80303 0.1 0.0 0.1
H -5.21485 -1.13090 3.93623 0.0 0.0 0.1
H -5.89315 -0.21700 1.75303 -0.1 0.0 -0.1
H -4.25475 1.12580 0.42713 -0.2 -0.1 0.1
C 4.01355 -4.13780 -0.85907 -0.1 0.2 -0.2
C 2.63445 -3.81710 -1.42237 0.2 -0.2 -0.1
N 2.20585 -2.54420 -0.90227 -0.5 -0.1 0.0
C 3.03495 -1.47930 -0.78717 -0.2 0.4 0.2
N 2.50955 -0.29880 -0.70577 -0.4 0.0 0.0
C 3.38465 0.84900 -0.57607 0.2 0.1 0.1
C 4.62575 0.49880 0.23773 -0.1 -0.1 -0.3
C 5.31655 -0.65810 -0.46457 0.1 0.3 0.2
N 4.37655 -1.73830 -0.66237 0.2 -0.1 0.0
C 4.93745 -2.96900 -1.17417 -0.1 -0.3 0.0
H 4.40465 -5.05270 -1.30347 0.0 0.0 0.0
H 3.94455 -4.26580 0.22253 0.0 0.0 0.0
H 1.90455 -4.57330 -1.12417 0.0 0.0 0.0
H 2.67735 -3.79870 -2.52137 0.0 -0.1 0.1
H 1.22245 -2.28230 -1.01047 0.3 0.0 0.1
H 2.82745 1.65300 -0.08847 0.1 -0.1 -0.1
H 3.67695 1.19780 -1.57937 -0.1 0.1 0.2
H 4.32015 0.18700 1.23953 0.0 0.0 0.0
H 5.29515 1.35680 0.31843 0.0 0.0 0.0
H 6.14025 -1.04610 0.14893 -0.1 0.0 -0.1
H 5.73755 -0.32130 -1.42567 0.0 0.0 0.1
H 5.91365 -3.11550 -0.69687 -0.1 0.0 -0.1
H 5.09565 -2.89910 -2.26227 0.1 0.0 0.1
```
Positions in Å, forces in eV/Å.

## Properties
total charge	-1
2S+1	1
energy relative to the best compared isomer or geometry (same formula, charge and spin)	24.0	kcal per mole

=====

No. 4
ORCA calculation (ωB97M-V/def2-TZVPD) on a molecular structure, C20H18BF2N5Pd.

The geometry in XYZ format:
```
47
Properties=species:S:1:pos:R:3:forces:R:3
Pd 0.50135 0.02504 1.34214 -0.1 0.0 -0.1
C -4.75166 4.45677 1.31982 0.0 0.0 0.0
C -3.93511 3.29305 0.88051 0.0 0.0 0.0
C -4.46817 1.99319 0.90401 0.0 0.0 0.0
C -3.70598 0.92598 0.52515 0.0 0.0 0.0
C -2.34822 1.08730 0.11178 0.0 0.1 0.0
N -1.59478 0.05610 -0.27880 0.1 0.0 0.1
C -2.11709 -1.01292 -0.87805 0.2 -0.1 0.1
C -3.27556 -0.88556 -1.70529 0.0 0.0 0.0
C -3.76147 -1.92762 -2.43936 0.0 0.1 0.0
C -3.11827 -3.17042 -2.40254 0.0 -0.1 0.0
C -3.59033 -4.29688 -3.25370 0.0 0.0 0.0
C -1.97062 -3.32383 -1.60641 -0.1 0.0 0.0
C -1.45058 -2.29892 -0.85457 0.0 0.0 0.0
N -0.36548 -2.61900 -0.00381 0.0 0.1 0.0
C -0.09162 -3.86866 0.46504 0.0 0.0 0.0
C 1.16009 -3.86063 1.01048 0.0 0.0 0.0
C 1.61303 -2.54911 0.83149 0.0 -0.1 0.0
N 0.69494 -1.79037 0.22251 -0.1 0.1 0.1
C -1.78346 2.41416 0.18169 0.1 -0.1 0.0
C -2.58971 3.47241 0.51402 0.0 0.0 0.0
N -0.45761 2.68548 -0.21178 -0.1 0.0 0.0
C -0.04985 3.70852 -1.01262 0.0 0.0 0.1
C 1.31626 3.71702 -1.01182 0.0 -0.1 0.0
C 1.67796 2.65555 -0.16579 0.0 0.1 0.0
N 0.61244 2.03751 0.31810 0.0 -0.1 0.0
H -5.80841 4.30260 1.10873 0.0 0.0 0.0
H -4.41529 5.38328 0.85857 0.0 0.0 0.0
H -4.65143 4.57624 2.40382 0.0 0.0 0.0
H -5.48135 1.83811 1.25094 0.0 0.0 0.0
H -4.09880 -0.07860 0.61508 0.0 0.0 0.0
H -3.69398 0.10366 -1.82833 0.0 0.0 0.0
H -4.61151 -1.78409 -3.09308 0.0 0.0 0.0
H -4.65661 -4.22182 -3.45740 0.0 0.0 0.0
H -3.37114 -5.26320 -2.80282 0.0 0.0 0.0
H -3.06934 -4.26153 -4.21632 0.0 0.0 0.0
H -1.47041 -4.28138 -1.62278 0.0 0.0 0.0
H -0.80736 -4.66886 0.39233 0.0 0.0 0.0
H 1.67842 -4.68203 1.47292 0.0 0.0 0.0
H 2.56295 -2.11589 1.10342 0.0 0.0 0.0
H -2.16790 4.46905 0.53087 0.0 0.0 0.0
H -0.76348 4.33163 -1.52534 0.0 0.0 0.0
H 1.96759 4.38518 -1.54642 0.0 0.0 0.0
H 2.66465 2.32502 0.11671 0.0 0.0 0.0
F 0.72580 -1.08287 3.90839 0.0 0.0 0.0
B -0.00998 -1.12493 2.82777 0.1 0.0 -0.1
F -1.10016 -1.86270 2.76647 0.0 0.0 0.0
```
Positions in Å, forces in eV/Å.

## Properties
total charge	+2
2S+1	1
energy relative to the best compared isomer or geometry (same formula, charge and spin)	17.9	kcal per mole